47
Properties=species:S:1:pos:R:3:forces:R:3 method="wB97M-V/def2-TZVPD" e_homo_ev=-6.470 fmax_ev_per_a=0.20 spin_multiplicity=1 total_energy_ha=-1555.99392 lumo_energy_ev=0.11 de_lowest_kj_mol=0.56
C -0.05776 -2.79295 3.42275 -0.03 -0.11 0.04
H -1.78441 -2.72363 0.55157 0.00 -0.01 0.00
H -3.63784 4.32501 -0.26900 0.01 0.01 -0.01
C 0.66408 3.01938 -2.15898 0.01 -0.03 0.02
H 2.60512 0.37311 -1.69697 0.01 -0.01 -0.01
H 2.92895 -2.28907 -0.78724 -0.05 -0.02 -0.04
C -1.40289 -1.05872 -1.44637 0.00 -0.01 -0.05
C -0.10966 4.08243 -2.65370 0.03 0.00 -0.01
C -0.86109 -2.88243 -0.00510 -0.02 0.01 0.01
C -1.32188 4.42449 -2.08810 0.03 0.01 -0.03
H -1.04657 -3.62039 -0.80163 0.00 0.00 -0.01
K -0.15186 -0.10311 1.82019 0.06 0.06 0.01
C -2.52570 -2.61064 3.49819 0.07 0.08 -0.04
H 1.82336 -2.45344 0.56742 -0.05 0.04 0.03
H 4.13326 -0.25715 -1.05541 0.01 0.00 0.00
N -1.63059 2.00127 0.56990 -0.10 0.15 0.07
H 3.43285 1.24030 -0.40280 0.01 0.01 -0.01
C 0.88339 -1.77174 -1.24257 -0.04 -0.06 -0.08
H -1.09023 -0.07562 -1.80269 -0.01 -0.03 -0.01
H 2.75030 -1.21557 2.17374 -0.02 0.00 -0.01
C -1.73886 3.65976 -1.00297 0.06 -0.03 -0.04
H -3.49007 2.49476 1.45185 0.00 0.00 0.01
H 3.51223 0.34754 1.81676 0.02 0.00 -0.01
C 0.24465 2.26439 -1.08266 0.01 0.10 -0.03
H 0.87783 -2.68516 -1.86096 0.00 0.00 0.03
H -2.34411 -0.94292 -0.90765 0.00 0.00 0.01
C -0.97825 2.59917 -0.50276 0.06 -0.14 0.03
N 2.44960 -0.49736 0.21802 -0.07 -0.04 0.10
C 2.06489 -1.81927 -0.28709 0.18 0.01 -0.02
H -3.17450 -2.67575 2.61507 -0.02 -0.03 0.01
C -2.73176 2.68418 0.70788 0.06 -0.07 -0.06
H 1.00180 -0.94027 -1.94147 0.00 0.03 0.04
H -2.27388 -3.62609 3.82195 -0.04 0.00 0.03
H -0.13922 -3.29455 0.69754 0.01 0.00 -0.01
H -1.90944 5.24567 -2.47651 -0.02 0.00 0.01
C 3.27825 -0.64039 1.41491 0.01 0.02 0.00
H -1.58837 -1.70548 -2.31929 -0.01 0.00 0.00
C 3.19212 0.24804 -0.78661 -0.05 0.03 0.00
O -1.34766 -1.90769 3.20513 0.03 0.03 -0.02
H -3.08938 -2.10894 4.29143 -0.01 -0.04 0.03
N -2.86248 3.69040 -0.20267 -0.08 0.01 0.07
H 4.23022 -1.14730 1.19163 0.00 0.00 -0.01
H 1.60890 2.79346 -2.63651 0.00 0.00 0.00
H 0.83669 1.44496 -0.69220 -0.01 -0.02 0.00
H 0.26080 4.64555 -3.49995 -0.03 0.02 0.00
O 0.90474 -2.12590 3.12934 -0.03 0.04 -0.03
N -0.39562 -1.61234 -0.55536 0.01 0.03 -0.02